1.
Density functional theory data (ωB97M-V/def2-TZVPD) for a molecular structure, C2H6N4O in a non-equilibrium geometry.

Structure (XYZ):
```
13
Properties=species:S:1:pos:R:3:forces:R:3:nbo_charge:R:1
N -0.3402 -0.8903 1.0833 -0.877 0.174 -0.923 -0.15
C -0.7866 -0.2721 -0.0087 0.686 -0.293 1.700 0.47
N -1.7670 0.6724 0.1905 -0.129 0.234 -0.103 -0.82
C 1.8112 0.8540 0.2385 -0.055 0.565 2.140 -0.17
O 0.6019 -1.8713 0.8268 0.026 -0.086 -0.414 -0.55
N 1.2734 0.8582 1.3025 0.575 -0.089 -1.548 -0.17
N -0.0991 -0.3902 -1.1554 2.083 0.440 -0.073 -0.81
H 0.5461 -2.1044 -0.1252 0.074 0.309 0.336 0.47
H -2.2835 0.5681 1.0504 0.004 -0.029 -0.076 0.40
H -2.3145 0.9399 -0.6102 -0.024 -0.067 0.076 0.38
H -0.4260 0.2072 -1.9065 -0.128 0.014 0.049 0.37
H 1.0636 0.1239 -0.7494 -2.114 -1.026 -0.851 0.32
H 2.7207 1.3047 -0.1365 -0.121 -0.145 -0.314 0.26
```
Positions in Å, forces in eV/Å.

Calculated values
frontier orbital gap (alpha / beta) = 7.98 / 7.98 eV
F_max = 2.5 eV/Å
2S+1 = 1

***

2.
Density functional theory data (ωB97M-V/def2-TZVPD) for a molecular structure, C18H19IN2RuTe in a non-equilibrium geometry.

Structure (XYZ):
```
42
Properties=species:S:1:pos:R:3:forces:R:3:nbo_charge:R:1
C -0.4708 2.5948 1.3751 0.045 -1.608 1.881 -0.57
C -0.6132 2.9063 -0.0452 0.179 -0.665 -2.113 -0.56
H -1.4046 2.8214 1.9221 0.638 -0.319 0.016 0.25
H 0.3983 3.0434 1.8630 -0.233 -0.122 0.036 0.24
H -0.3428 1.4354 1.3641 0.064 1.346 1.095 0.12
H -0.7575 1.8415 -0.4850 -0.040 1.626 -0.673 0.12
H -1.5092 3.4894 -0.2383 0.033 -0.058 -0.431 0.25
H 0.2769 3.3679 -0.5052 -0.543 -0.239 0.121 0.23
C -0.7916 -2.0616 2.2160 0.079 -0.672 -0.947 0.08
C -1.1215 -3.2267 2.8855 0.153 0.587 0.306 -0.20
C -1.5452 -4.3342 2.1701 -0.081 -0.284 -0.394 -0.10
C -1.6849 -4.2542 0.7880 0.283 0.823 -0.374 -0.17
H -0.5039 -1.1121 2.6690 0.041 -0.409 0.090 0.25
H -1.0301 -3.2344 3.9589 -0.122 -0.133 0.143 0.27
H -1.7786 -5.2631 2.6795 -0.020 0.131 -0.015 0.27
H -2.0426 -5.0443 0.1667 -0.274 -0.656 0.118 0.25
N -0.8133 -2.0809 0.8666 -0.176 0.859 0.079 -0.43
C -1.3227 -3.0794 0.1297 0.127 -1.078 1.216 0.17
C -1.4698 -2.8060 -1.2941 0.014 0.022 -1.701 0.17
N -1.0910 -1.5745 -1.6880 -0.228 0.480 0.512 -0.43
C -1.3303 -1.0360 -2.8912 0.049 -1.469 -0.054 0.07
C -2.0871 -3.2059 -3.5746 -0.094 0.103 -0.833 -0.10
C -1.7929 -1.8817 -3.8973 0.183 0.431 0.774 -0.19
H -1.1238 0.0237 -2.9787 0.085 -0.072 -0.319 0.24
H -1.8965 -1.4815 -4.8818 -0.218 0.005 -0.491 0.27
C -1.9716 -3.6517 -2.2788 0.210 -0.383 1.492 -0.17
H -2.2288 -4.6504 -1.9436 -0.154 -0.020 -0.533 0.25
H -2.4222 -3.8847 -4.3596 0.035 0.179 0.249 0.27
Ru -0.3788 -0.4498 -0.2030 -1.364 0.931 0.786 0.71
I -3.0898 0.1390 0.2235 0.212 0.265 0.034 -0.20
Te 2.0450 -0.0784 -0.4434 1.445 1.395 0.288 0.70
C 2.7783 1.8822 0.1387 -0.250 -0.696 -0.297 -0.24
C 3.1301 2.0887 1.4672 0.074 0.364 0.034 -0.25
C 3.5146 3.3699 1.8643 0.123 0.666 -0.340 -0.19
C 3.5848 4.4205 0.9190 -0.195 -0.508 -0.065 -0.15
C 3.2773 4.1558 -0.4335 0.132 0.173 0.585 -0.19
C 2.8616 2.8796 -0.8245 0.215 0.381 0.145 -0.26
H 3.1081 1.2759 2.1754 -0.019 -0.034 0.198 0.23
H 3.7731 3.5812 2.9075 -0.112 -0.228 -0.427 0.25
H 3.8774 5.4396 1.2382 -0.177 -0.832 -0.270 0.25
H 3.3683 4.9628 -1.1653 -0.095 -0.372 0.186 0.25
H 2.6213 2.6724 -1.8568 -0.025 0.091 -0.106 0.23
```
Positions in Å, forces in eV/Å.

Calculated values
<S²> = 6.06
net charge = +2
frontier orbital gap (alpha / beta) = 6.28 / 4.94 eV
F_max = 2.5 eV/Å
2S+1 = 5

***

3.
Density functional theory data (ωB97M-V/def2-TZVPD) for a molecular structure, C25H29Cl2N5ReSi.

Structure (XYZ):
```
63
Properties=species:S:1:pos:R:3:forces:R:3:nbo_charge:R:1
Re -1.0019 -0.0966 -0.6401 0.375 0.085 -0.578 0.69
N -1.7272 -3.9540 -2.5168 -0.004 0.039 -0.053 -0.30
C -1.4093 -3.3562 -1.3769 0.028 0.008 0.097 0.24
N -1.1903 -2.0657 -1.6166 -0.524 -0.134 0.110 -0.58
C -1.4294 -1.9565 -2.9642 0.042 0.108 -0.250 0.30
N -1.7506 -3.0808 -3.5435 0.021 -0.027 0.132 -0.20
C -1.3062 -0.6520 -3.5969 -0.006 0.002 0.064 0.09
C -1.4404 -0.4209 -4.9562 -0.011 0.039 0.024 0.07
N -1.2742 0.7898 -5.4720 0.006 -0.067 -0.005 -0.32
C -0.9766 1.7665 -4.6266 0.015 0.086 0.097 0.04
C -0.8683 1.5676 -3.2558 -0.028 -0.094 -0.065 0.02
N -1.0351 0.3474 -2.7339 -0.003 -0.061 0.076 -0.40
H -1.9470 -4.9266 -2.6796 0.013 0.003 0.006 0.45
H -1.3406 -3.8600 -0.4283 0.005 -0.001 0.031 0.24
H -1.6919 -1.2330 -5.6261 0.026 -0.020 -0.020 0.24
H -0.8235 2.7549 -5.0398 -0.016 0.015 -0.017 0.23
H -0.6654 2.3769 -2.5690 0.008 0.017 0.009 0.24
Cl -1.1585 -0.6628 1.6835 0.347 -0.234 0.283 0.18
C -0.2675 0.4440 2.7446 -0.127 0.211 0.066 -0.39
Cl 1.2237 -0.3045 3.4812 -0.034 -0.209 0.030 0.49
H -0.8731 0.6524 3.6229 0.011 0.070 -0.022 0.27
H 0.0429 1.3252 2.1885 -0.016 -0.066 0.028 0.29
C 2.4855 -3.5259 3.9580 0.026 -0.051 0.024 -1.13
Si 3.5227 -2.3203 3.0010 -0.063 -0.008 0.042 1.62
C 4.6587 -1.3351 4.0817 0.009 0.017 0.029 -1.13
C 4.3246 -3.0580 1.4888 0.057 0.032 -0.014 -1.12
C 2.2715 -1.0658 2.1876 0.032 0.004 -0.038 -0.76
H 3.1267 -4.3133 4.3600 0.017 -0.016 0.001 0.27
H 1.7334 -4.0144 3.3358 -0.015 0.004 -0.017 0.25
H 1.9862 -3.0675 4.8131 -0.025 0.020 0.002 0.25
H 5.5021 -1.9541 4.3932 0.007 -0.027 0.015 0.28
H 4.1630 -0.9948 4.9930 0.000 0.033 0.006 0.25
H 5.0713 -0.4668 3.5659 0.010 0.015 -0.019 0.25
H 5.3750 -2.7726 1.4247 0.014 0.015 0.010 0.27
H 3.8499 -2.7509 0.5552 -0.031 -0.024 -0.014 0.24
H 4.2820 -4.1467 1.5389 0.000 -0.019 -0.017 0.27
H 1.5729 -1.5719 1.5209 -0.063 0.000 0.060 0.24
H 2.7386 -0.2222 1.6847 -0.049 -0.027 0.072 0.27
C 3.1969 2.0599 0.5359 0.029 -0.045 -0.147 -0.25
C 2.6264 3.1715 1.1459 -0.039 0.039 0.063 -0.17
C 1.2692 3.4270 1.0280 -0.008 -0.053 0.013 -0.21
C 0.4323 2.5611 0.3137 -0.091 0.435 -0.213 -0.08
C 1.0341 1.4454 -0.2887 -0.413 -0.105 0.806 -0.14
C 2.3956 1.1944 -0.1963 0.052 0.121 -0.097 -0.22
C -1.0069 2.7876 0.1754 0.003 -0.300 0.170 -0.33
C -1.7636 1.7498 -0.2490 -0.019 0.007 0.173 -0.20
C -3.1956 1.7777 -0.5875 0.059 0.158 -0.036 -0.03
C -3.7430 2.8139 -1.3506 0.025 -0.050 0.001 -0.22
C -5.0567 2.7503 -1.7775 -0.048 -0.002 -0.008 -0.18
C -5.8471 1.6486 -1.4641 0.008 -0.008 -0.005 -0.19
C -5.3240 0.6173 -0.7020 0.012 0.021 -0.004 -0.18
C -4.0061 0.6814 -0.2656 0.050 -0.028 -0.012 -0.27
H 4.2624 1.8881 0.6005 0.038 0.018 -0.021 0.24
H 3.2501 3.8572 1.7034 0.014 0.008 0.005 0.24
H 0.8431 4.3062 1.4940 -0.009 0.017 0.008 0.24
H 0.5141 0.7756 -1.0188 0.293 0.057 -0.859 0.15
H 2.8349 0.3626 -0.7334 -0.032 -0.068 0.052 0.23
H -1.4223 3.7461 0.4716 0.018 0.032 -0.056 0.23
H -3.1257 3.6631 -1.6145 0.018 0.022 -0.003 0.22
H -5.4723 3.5623 -2.3584 -0.006 0.005 -0.021 0.23
H -6.8700 1.6014 -1.8101 -0.027 0.014 0.014 0.24
H -5.9445 -0.2242 -0.4257 -0.011 -0.016 -0.012 0.23
H -3.6350 -0.0996 0.3931 0.031 -0.014 0.007 0.20
```
Positions in Å, forces in eV/Å.

Calculated values
<S²> = 0.76
net charge = +2
frontier orbital gap (alpha / beta) = 6.56 / 6.37 eV
F_max = 0.9 eV/Å
2S+1 = 2